Molecular formula: C32H49N4OOsSi2Te
Method: DFT, the ωB97M-V functional and the def2-TZVPD basis

Geometry as XYZ:
```
90
Properties=species:S:1:pos:R:3:forces:R:3
Os -0.803 -0.578 -0.970 -0.585 0.088 -0.142
C 0.304 -2.732 5.234 0.001 -0.013 0.019
C 1.608 -2.054 4.906 0.047 -0.144 0.099
C 2.660 -2.058 5.814 -0.045 -0.017 -0.017
C 3.868 -1.436 5.531 -0.021 -0.070 0.116
C 4.032 -0.767 4.334 -0.029 0.069 -0.161
C 2.994 -0.731 3.411 0.192 0.193 0.102
C 1.808 -1.392 3.695 -0.256 -0.186 -0.258
N 0.679 -1.376 2.791 0.044 0.200 0.350
C 0.637 -1.299 1.473 -0.188 -0.315 -0.405
N 1.770 -1.379 0.759 0.016 -0.142 -0.060
C 1.981 -1.348 -0.620 0.062 -0.037 0.136
C 0.957 -1.119 -1.559 0.160 -0.067 -0.176
C 1.261 -1.190 -2.939 -0.128 0.044 -0.060
C 2.543 -1.410 -3.359 -0.015 -0.021 -0.008
C 3.557 -1.588 -2.405 0.082 0.021 0.056
C 3.312 -1.561 -1.050 -0.015 -0.036 -0.029
C 4.418 -1.783 -0.054 0.041 -0.008 0.003
N -0.567 -1.226 0.829 0.174 0.192 0.524
C -1.773 -1.316 1.631 0.031 -0.085 -0.319
C -2.456 -0.142 1.937 0.014 -0.044 0.011
C -3.664 -0.211 2.611 -0.054 -0.009 0.047
C -4.174 -1.452 2.969 0.000 0.033 -0.004
C -3.473 -2.613 2.671 0.084 -0.031 -0.007
C -2.253 -2.579 1.997 -0.055 0.052 0.091
C -1.477 -3.841 1.734 0.053 -0.030 -0.016
H 0.367 -3.228 6.200 0.008 0.025 0.017
H 0.046 -3.499 4.501 0.004 0.031 -0.006
H -0.527 -2.021 5.303 0.020 -0.013 -0.026
H 2.527 -2.563 6.762 0.008 0.000 -0.006
H 4.669 -1.463 6.257 -0.004 0.004 -0.015
H 4.957 -0.248 4.122 -0.009 0.002 -0.012
H 3.109 -0.112 2.529 -0.042 -0.063 0.012
H -0.224 -1.421 3.246 -0.040 0.094 0.010
H 2.597 -1.560 1.316 0.056 0.018 0.023
H 0.464 -1.067 -3.667 0.033 0.000 -0.013
H 2.783 -1.459 -4.412 -0.026 0.002 0.006
H 4.570 -1.766 -2.745 -0.004 0.005 0.005
H 5.376 -1.862 -0.562 -0.012 -0.012 -0.015
H 4.278 -2.711 0.510 -0.013 0.026 0.004
H 4.503 -0.956 0.656 -0.001 -0.005 -0.007
H -2.018 0.816 1.676 -0.005 0.000 -0.025
H -4.198 0.694 2.868 0.000 -0.008 -0.014
H -5.117 -1.518 3.495 0.016 0.011 0.000
H -3.873 -3.573 2.977 -0.012 0.015 -0.003
H -2.118 -4.717 1.817 -0.019 0.015 -0.008
H -0.673 -3.971 2.463 -0.021 0.014 0.011
H -1.006 -3.847 0.751 -0.018 0.019 0.005
C -4.295 -3.049 -1.467 0.043 -0.089 -0.020
C -2.833 -2.799 -1.564 0.230 0.402 -0.153
N -1.981 -3.774 -1.746 -0.050 -0.094 0.014
O -2.437 -1.575 -1.514 0.192 -0.040 0.326
H -4.490 -3.879 -0.788 -0.013 -0.014 -0.027
H -4.679 -3.320 -2.454 -0.011 -0.001 0.007
H -4.800 -2.155 -1.117 -0.007 0.008 0.003
H -2.301 -4.730 -1.829 0.000 -0.003 0.004
H -0.996 -3.592 -1.882 0.007 -0.004 -0.009
C 1.188 1.737 1.144 -0.022 0.097 -0.007
Si 0.996 3.349 0.212 0.079 0.072 -0.033
C 1.139 4.813 1.340 -0.026 0.022 -0.021
C 2.191 3.393 -1.217 -0.035 -0.002 0.004
C -0.807 3.390 -0.430 -0.086 0.086 -0.012
Te -1.658 1.894 -1.661 0.134 -0.313 0.096
C -0.565 2.262 -3.441 0.081 -0.159 0.062
Si -1.566 3.354 -4.686 -0.061 0.022 -0.095
C -2.952 2.280 -5.324 0.009 -0.021 0.109
C -2.201 4.817 -3.718 0.024 0.035 -0.043
C -0.341 3.825 -5.997 0.026 0.089 0.030
H 2.205 1.647 1.535 -0.045 0.029 -0.025
H 1.030 0.893 0.463 -0.012 0.165 -0.012
H 0.495 1.664 1.986 0.014 -0.045 -0.022
H 2.144 4.872 1.767 -0.011 -0.022 -0.015
H 0.431 4.756 2.170 0.012 0.004 -0.011
H 0.959 5.751 0.810 0.002 -0.026 0.003
H 3.213 3.466 -0.837 -0.015 0.019 0.011
H 2.027 4.268 -1.852 0.014 -0.030 0.000
H 2.148 2.496 -1.840 -0.001 -0.014 0.004
H -0.973 4.272 -1.062 0.048 0.001 0.047
H -1.509 3.478 0.403 0.018 -0.015 0.002
H -0.333 1.286 -3.876 -0.047 0.029 -0.041
H 0.370 2.714 -3.111 0.002 0.039 -0.029
H -3.440 1.709 -4.527 -0.016 0.023 -0.017
H -2.593 1.573 -6.075 0.001 0.006 0.016
H -3.729 2.887 -5.791 0.038 0.007 -0.024
H -2.909 4.560 -2.924 0.007 -0.026 -0.013
H -2.741 5.478 -4.401 -0.001 0.001 0.028
H -1.389 5.412 -3.289 -0.010 -0.014 -0.002
H 0.069 2.958 -6.518 -0.027 -0.012 0.029
H 0.491 4.397 -5.580 -0.008 -0.008 -0.019
H -0.822 4.457 -6.748 -0.009 -0.022 0.020
```
Forces are in eV/Å.

Highest occupied orbital energy   -15.91 eV
Frontier orbital gap   5.54 eV
2S+1   1
Net charge   +3